No. 1
Formula: C6H11N3
Source: the OMol25 dataset
Level of theory: ωB97M-V/def2-TZVPD

Last column: Löwdin charge in e.
Cartesian coordinates (Å):
C  1.3905  -0.2602  0.0737  -0.5356
C  0.1437  1.7337  0.0682  -0.1987
C  -1.0526  1.2361  -0.7060  -0.2057
C  -2.0810  0.3593  0.0412  -0.1837
C  -1.7445  -1.0970  0.3048  -0.0982
C  -0.6017  -1.6794  0.1037  -0.1763
H  3.1574  0.2962  0.3736  0.0336
H  1.4269  1.0943  1.5540  0.1207
H  -0.1383  2.4749  0.8476  0.1269
H  0.8780  2.1016  -0.6964  0.1255
H  -0.7170  0.6594  -1.5643  0.1067
H  -1.5821  2.1377  -1.1131  0.1229
H  -2.4633  0.7702  1.0103  0.1232
H  -2.9109  0.3497  -0.6616  0.0982
H  -2.4870  -1.6423  0.8685  0.0998
H  -0.4742  -2.7109  0.3870  0.1101
H  1.0956  -1.9150  -0.9787  0.1433
N  2.6183  -0.2264  -0.3130  0.1100
N  0.8073  0.6809  0.8718  0.0164
N  0.5584  -1.2218  -0.4644  0.0610

Values from the calculation:
relative energy (zero: lowest compared OMol25 entry of this formula, charge and spin)	1.263	eV
E_HOMO	-8.183	eV
net charge	0
2S+1	1
gap between HOMO and LUMO	9.083	eV

=====

No. 2
Formula: C6H11N3O
Source: the OMol25 dataset
Level of theory: ωB97M-V/def2-TZVPD

Last column: Löwdin charge in e.
Cartesian coordinates (Å):
C  0.1496  -1.9475  -0.0972  -0.1559
C  1.5407  -0.2371  -0.9590  -0.2498
C  -0.7703  0.1178  -0.1225  -0.0915
C  -2.3636  -1.6839  0.5061  0.0015
C  3.1239  0.3847  0.7587  -0.0868
C  -1.6319  2.2373  -0.5792  -0.1270
N  1.2741  -1.3661  -0.4656  0.0353
N  -1.0014  -1.1509  0.1238  -0.1086
N  2.4780  0.5649  -0.6006  -0.0733
O  -1.8645  0.9185  -0.2823  -0.1681
H  -0.1247  -2.9598  -0.2283  0.0980
H  -2.5316  -1.9143  1.5826  0.0998
H  -2.9983  -0.8335  0.2119  0.0793
H  -2.7250  -2.4603  -0.1079  0.0618
H  2.3130  0.2532  1.5528  0.0863
H  3.7603  -0.5459  0.8061  0.0841
H  3.6452  1.3722  0.9589  0.0819
H  -2.2615  2.9163  0.1138  0.1099
H  -2.0889  2.3423  -1.6778  0.1290
H  -0.6118  2.4387  -0.5392  0.0403
H  2.6889  1.5536  -0.9553  0.1538

Values from the calculation:
relative energy (zero: lowest compared OMol25 entry of this formula, charge and spin)	6.318	eV
E_HOMO	-6.761	eV
net charge	0
2S+1	1
gap between HOMO and LUMO	7.694	eV

=====

No. 3
Formula: C6H11N3O3
Source: the OMol25 dataset
Level of theory: ωB97M-V/def2-TZVPD

Last column: Löwdin charge in e.
Cartesian coordinates (Å):
N  0.4750  2.3258  1.6466  -0.0263
C  -0.5355  1.8909  0.6040  -0.2029
C  -0.6331  0.2338  0.5472  -0.0368
N  -1.8571  -0.4162  0.9983  -0.0278
N  -2.1990  -1.7141  1.1012  0.0550
C  -1.0776  -2.5389  0.6601  -0.0551
C  0.3549  -2.1515  0.0725  0.0742
C  0.6479  -0.5545  -0.0108  -0.0186
C  2.0748  0.0276  -0.5558  -0.1117
O  2.0067  1.3076  -1.2742  -0.2382
O  1.3907  1.1799  -2.4188  -0.0585
H  0.6184  1.4620  2.2487  0.0835
H  -0.0036  3.0455  2.2340  0.0748
H  -0.3003  2.2739  -0.4894  0.1281
H  -1.6315  2.2997  0.8428  0.1243
H  -2.6402  0.2377  1.3110  0.1793
H  -1.2860  -3.7123  0.7620  0.1367
H  1.1079  -2.9861  -0.2598  0.1260
H  2.4884  -0.7707  -1.3413  0.1567
H  2.8572  0.0113  0.3327  0.1574
H  1.6438  2.0369  -2.9165  0.1683
O  -1.7839  -1.9180  -2.4826  -0.4470
H  -1.7181  -1.5702  -1.6120  -0.2416

Values from the calculation:
relative energy (zero: lowest compared OMol25 entry of this formula, charge and spin)	14.411	eV
E_HOMO	-6.290	eV
net charge	0
2S+1	1
gap between HOMO and LUMO	4.597	eV

=====

No. 4
Formula: C6H11N3OSi
Source: the OMol25 dataset
Level of theory: ωB97M-V/def2-TZVPD

Last column: Löwdin charge in e.
Cartesian coordinates (Å):
C  3.4379  1.2135  -0.0367  -0.1272
C  1.1952  1.1973  -0.9038  -0.3172
C  3.7785  -0.0580  0.3706  0.0543
C  -0.7864  -1.8686  -0.0778  -0.1975
C  -2.4515  0.5666  -1.4223  -0.1785
C  -2.1761  0.3710  1.5884  -0.1918
N  2.3616  1.6741  -0.5417  0.0752
N  3.7869  -1.1947  0.6581  -0.0947
N  0.4805  0.5280  -0.0349  -0.0218
O  4.1084  -2.2508  1.0409  0.0779
Si  -1.1949  -0.0328  -0.0675  0.4777
H  4.1572  1.9701  0.1715  0.1069
H  0.7587  1.5666  -1.8657  0.1260
H  -0.1136  -2.0996  0.7680  0.0326
H  -1.8113  -2.2547  0.2211  0.0436
H  -0.2434  -2.1142  -0.9719  0.0155
H  -2.7741  1.5479  -1.1845  0.0014
H  -2.1565  0.5270  -2.5062  0.0393
H  -3.1630  -0.2093  -1.2238  0.0033
H  -1.6580  0.8524  2.5095  0.0548
H  -3.2360  0.6602  1.4086  0.0221
H  -2.3000  -0.5921  2.1002  -0.0021

Values from the calculation:
relative energy (zero: lowest compared OMol25 entry of this formula, charge and spin)	4.495	eV
E_HOMO	-9.279	eV
net charge	0
2S+1	1
gap between HOMO and LUMO	8.601	eV